Molecular formula: CO3S
Method: DFT, ωB97M-V/def2-TZVPD

Kohn-Sham gap, eV: 10.300
Total energy, hartree: -661.9814
Strongest force on any atom, Eh/bohr: 0.06800
HOMO level, eV: -11.78
Energy relative to the best compared isomer or geometry (same formula, charge and spin), kJ/mol: 19.5

```
5
CO3S, DFT ωB97M-V/def2-TZVPD
C 1.8692 0.3716 0.3173
O 2.8152 -0.1316 0.0479
O -2.7443 -0.4280 0.2636
O -0.2852 -0.1738 -0.3347
S -1.6548 0.3617 -0.2940
```


Molecular formula: CH2F4N2
Method: DFT, ωB97M-V/def2-TZVPD

Kohn-Sham gap, eV: 11.351
Total energy, hartree: -548.1470
Strongest force on any atom, Eh/bohr: 0.08792
HOMO level, eV: -10.51
Energy relative to the best compared isomer or geometry (same formula, charge and spin), kJ/mol: 0.0

```
9
CH2F4N2, DFT ωB97M-V/def2-TZVPD
C -1.0757 0.5947 -0.1394
N 0.4877 -0.0137 -0.4982
N 1.3494 -1.0803 -0.0746
F -1.8451 -0.3512 0.3836
F -1.6106 0.9021 -1.3090
F -0.8778 1.6655 0.5955
F 1.7718 -0.5841 1.3923
H 1.0405 0.7631 -0.5348
H 0.7597 -1.8960 0.1846
```